(1)
A molecular structure, C14H39BF4NO6 in a non-equilibrium geometry, computed with ωB97M-V/def2-TZVPD.

Structure (XYZ):
```
65
Properties=species:S:1:pos:R:3:forces:R:3
B 0.177 0.542 -0.546 0.876 -1.427 0.897
F -0.177 -0.804 -0.350 -0.094 -0.743 0.603
F 0.293 0.655 -1.881 -0.192 0.806 -2.768
F -0.701 1.359 0.053 -1.951 1.282 0.527
F 1.426 0.834 -0.032 1.321 -0.114 0.833
C 3.117 2.877 -2.276 -2.425 -4.029 -0.323
C 1.807 3.130 -3.094 2.148 -0.376 0.584
N 0.973 3.345 -3.861 0.312 -0.056 0.651
H 3.497 3.775 -1.911 1.165 1.526 -0.132
H 2.908 2.287 -1.320 -0.402 0.798 -1.271
H 3.773 2.079 -2.810 -0.843 2.128 0.471
C 3.845 -0.746 2.659 -1.714 2.075 -1.651
C 4.329 -0.058 1.332 0.396 -1.070 0.196
O 3.842 1.271 1.109 2.538 -0.198 1.351
H 4.141 -1.753 2.860 0.778 -0.362 0.192
H 2.772 -0.776 2.507 -0.589 -0.548 -0.195
H 3.807 -0.036 3.463 1.100 0.116 0.868
H 3.937 -0.650 0.527 -0.235 -0.606 -0.555
H 5.445 -0.202 1.221 -0.984 1.148 0.201
H 2.962 1.261 0.775 -1.225 -0.537 -0.367
C -2.894 1.922 3.415 -2.082 -0.553 -1.603
C -2.390 2.977 2.405 -0.254 0.079 0.303
O -0.985 2.934 2.393 0.300 -1.367 -1.942
H -2.945 2.166 4.438 0.401 0.907 1.253
H -2.477 0.896 3.396 0.477 0.742 -0.601
H -3.951 1.760 3.131 0.070 -0.089 0.235
H -2.699 4.048 2.628 0.082 -1.357 0.095
H -2.797 2.738 1.376 0.299 0.231 0.991
H -0.867 2.189 1.719 0.789 1.457 1.257
C 0.613 -4.180 3.203 -0.785 -2.509 -3.019
C 0.951 -3.310 1.891 2.491 -0.889 1.851
O 0.226 -2.134 1.953 0.241 -4.311 11.979
H -0.564 -4.653 3.159 3.585 1.124 0.004
H 0.724 -3.712 4.139 -0.088 1.388 0.814
H 1.466 -4.960 3.248 -1.815 0.486 -0.216
H 0.893 -3.872 0.910 -0.712 0.344 1.133
H 2.106 -3.026 1.895 -1.876 -0.705 0.389
H 0.193 -1.892 1.180 -1.084 5.093 -12.830
C -4.233 -0.339 -0.704 -7.579 -0.665 6.241
C -3.620 -0.510 0.629 -1.065 -1.618 0.449
O -4.464 -1.038 1.714 -0.096 0.739 -1.041
H -5.458 0.145 -0.403 3.688 -1.074 -1.296
H -4.442 -1.260 -1.055 -0.973 -3.137 -1.553
H -3.776 0.155 -1.389 3.148 3.748 -3.960
H -3.291 0.415 0.869 1.471 2.859 1.437
H -2.854 -1.221 0.620 1.780 -0.689 -0.541
H -3.839 -1.007 2.445 -0.287 -0.153 0.223
C 3.724 -3.389 -2.166 -2.932 -1.564 -2.963
C 2.385 -2.689 -1.734 10.059 5.649 -6.262
O 2.473 -1.397 -2.402 -3.507 1.023 1.784
H 3.684 -4.401 -1.769 0.634 -0.078 0.174
H 4.506 -2.812 -1.905 2.759 1.659 1.837
H 3.975 -3.467 -3.319 -1.430 0.036 1.934
H 2.373 -2.718 -0.794 0.282 1.006 8.090
H 1.689 -3.217 -1.968 -8.679 -5.819 -3.790
H 1.609 -0.828 -2.155 2.825 -1.822 -0.829
C -3.807 2.644 -3.752 2.646 3.829 -3.408
C -2.599 2.362 -2.885 0.245 3.630 -2.439
O -1.975 1.233 -3.334 1.056 -1.366 1.363
H -4.202 3.701 -3.540 1.147 -0.813 -0.858
H -4.617 2.207 -3.451 -4.524 -3.685 2.014
H -3.766 2.390 -4.883 0.491 0.855 1.778
H -3.093 2.422 -1.964 0.120 -0.867 2.392
H -1.909 3.302 -2.924 -0.779 -1.568 0.042
H -1.250 1.034 -2.688 -0.519 0.005 -1.022
```
Positions in Å, forces in eV/Å.

- Strongest force on any atom: 13.85 eV/A
- HOMO-LUMO gap: 0.364 Ha
- Charge: -1
- ΔE to the lowest compared entry with this formula, charge and spin: 43.7 kcal per mole

***

(2)
A molecular structure, C4H5N3S in a non-equilibrium geometry, computed with ωB97M-V/def2-TZVPD.

Structure (XYZ):
```
13
Properties=species:S:1:pos:R:3:forces:R:3
C 0.119 1.609 -0.705 1.014 -0.329 0.799
C -0.584 -0.317 -0.677 -0.974 -0.002 0.819
C -0.995 -1.473 0.203 0.094 -0.936 -0.372
C 0.423 -1.303 0.801 0.530 -1.681 0.636
H 1.449 3.480 -0.467 0.001 -0.226 0.033
H -1.805 -1.290 0.891 -0.256 0.265 0.006
H -1.141 -2.416 -0.311 -0.146 -0.135 0.018
H 0.461 -0.890 1.820 -0.089 0.067 -0.537
H 1.069 -2.208 0.739 -0.323 0.727 0.121
N -1.017 0.877 -0.957 0.140 0.615 -0.571
N 0.682 -0.325 -0.255 0.553 -0.157 0.212
N 1.142 0.929 -0.162 -0.196 1.308 -0.815
S 0.198 3.328 -0.919 -0.348 0.484 -0.348
```
Positions in Å, forces in eV/Å.

- Strongest force on any atom: 1.87 eV/A
- HOMO-LUMO gap: 0.355 Ha
- ΔE to the lowest compared entry with this formula, charge and spin: 53.8 kcal per mole

***

(3)
A molecular structure, C44H35FeN6S3, computed with ωB97M-V/def2-TZVPD.

Structure (XYZ):
```
89
Properties=species:S:1:pos:R:3:forces:R:3
Fe 0.345 -0.011 0.385 0.451 -0.337 -0.705
C 1.734 2.949 0.686 -0.048 -0.054 0.024
N 1.284 2.079 1.745 0.169 0.269 0.133
C 0.185 2.621 2.505 0.002 -0.109 -0.034
C -1.098 2.557 1.719 0.023 -0.012 -0.062
C -2.182 3.330 2.109 -0.009 0.050 -0.014
C -3.367 3.227 1.409 -0.054 0.023 0.050
C -3.428 2.355 0.335 -0.004 -0.033 -0.018
C -2.306 1.617 0.022 0.032 -0.074 -0.006
N -1.143 1.713 0.684 -0.001 -0.124 0.518
C 2.358 1.580 2.575 -0.059 -0.034 -0.010
C 2.157 0.134 2.958 -0.044 -0.009 -0.026
C 2.973 -0.409 3.944 -0.050 0.038 0.038
C 2.786 -1.717 4.339 0.039 -0.040 0.056
C 1.759 -2.441 3.754 -0.020 0.017 -0.001
C 0.994 -1.835 2.778 -0.032 0.088 0.137
N 1.196 -0.575 2.352 -0.016 -0.049 -0.234
C 2.474 2.159 -0.365 0.076 -0.023 0.047
C 3.186 2.815 -1.360 0.025 -0.010 0.019
C 3.887 2.069 -2.286 0.038 0.024 -0.031
C 3.886 0.687 -2.164 0.017 -0.003 0.014
C 3.145 0.117 -1.149 0.000 -0.004 0.068
N 2.421 0.827 -0.273 -0.206 0.221 -0.228
H 2.381 3.761 1.053 0.013 0.013 -0.031
H 0.863 3.430 0.234 -0.011 0.000 -0.003
H 0.374 3.655 2.832 -0.046 0.009 0.025
H 0.057 2.022 3.412 0.009 -0.033 -0.021
H -2.089 3.992 2.960 0.011 0.000 -0.008
H -4.233 3.807 1.702 0.004 0.006 -0.004
H -4.335 2.223 -0.236 -0.001 -0.010 -0.010
H -2.335 0.889 -0.777 -0.020 -0.037 0.033
H 2.452 2.174 3.494 0.074 -0.023 0.017
H 3.313 1.672 2.056 -0.027 -0.015 -0.059
H 3.734 0.208 4.403 0.001 0.010 -0.014
H 3.411 -2.156 5.105 0.003 0.001 -0.004
H 1.541 -3.455 4.058 -0.022 0.003 -0.004
H 0.155 -2.339 2.314 0.016 -0.040 -0.054
H 3.190 3.898 -1.396 -0.008 0.001 0.011
H 4.444 2.555 -3.077 -0.008 -0.005 -0.005
H 4.448 0.060 -2.842 0.002 -0.007 0.008
H 3.115 -0.956 -1.028 -0.014 -0.002 -0.017
S -1.636 3.538 -5.548 0.012 0.006 -0.088
C -1.914 5.188 -5.216 -0.008 0.017 0.009
C -1.709 5.481 -3.903 0.009 -0.049 0.012
C -1.319 4.341 -3.153 -0.035 0.069 0.009
C -1.234 3.205 -3.912 0.050 -0.098 0.071
C -0.869 1.852 -3.473 0.043 0.081 0.010
C -0.320 1.663 -2.190 0.138 0.014 -0.093
N 0.014 0.490 -1.700 -0.425 -0.186 0.420
C -0.134 -0.598 -2.484 0.141 -0.087 0.070
C -0.686 -0.533 -3.764 0.000 -0.011 -0.082
C -0.858 -1.750 -4.515 0.015 0.072 0.022
C -0.482 -2.936 -3.998 0.041 -0.020 0.047
C 0.124 -3.020 -2.695 0.007 -0.054 -0.066
C 0.528 -4.230 -2.116 -0.038 -0.034 -0.079
C 1.120 -4.239 -0.874 0.080 -0.029 0.070
C 1.307 -2.993 -0.242 0.173 0.048 -0.111
N 0.920 -1.841 -0.748 -0.180 0.032 0.584
C 0.315 -1.853 -1.956 -0.052 0.163 -0.005
C 1.559 -5.468 -0.204 -0.021 0.137 -0.034
C 1.919 -5.628 1.105 0.008 -0.049 0.070
C 2.280 -6.963 1.423 -0.013 0.041 -0.031
C 2.188 -7.790 0.346 0.007 -0.007 0.027
S 1.667 -6.960 -1.049 0.016 -0.067 -0.069
C -1.061 0.728 -4.245 -0.039 -0.056 -0.067
H -2.216 5.854 -6.007 0.001 0.004 0.000
H -1.837 6.467 -3.484 0.001 0.003 -0.001
H -1.134 4.369 -2.088 -0.014 -0.002 0.004
H -0.172 2.513 -1.540 -0.015 -0.003 0.033
H -1.298 -1.691 -5.502 -0.008 0.007 0.003
H -0.619 -3.850 -4.562 -0.005 -0.007 0.012
H 0.360 -5.154 -2.658 -0.009 0.000 0.013
H 1.824 -2.949 0.707 -0.046 0.008 0.038
H 1.909 -4.826 1.830 0.001 0.001 0.003
H 2.589 -7.291 2.403 -0.002 -0.001 0.003
H 2.398 -8.846 0.298 0.003 -0.002 0.002
H -1.506 0.803 -5.231 -0.013 0.007 0.012
S -1.446 -1.495 0.709 -0.313 0.232 -0.362
C -2.774 -0.903 1.721 0.062 -0.023 0.024
C -4.092 -1.055 1.284 0.021 0.004 -0.045
C -5.156 -0.659 2.080 -0.003 0.017 0.005
C -4.928 -0.095 3.328 0.020 -0.012 0.009
C -3.623 0.053 3.777 -0.024 0.045 0.011
C -2.559 -0.354 2.985 0.102 0.077 -0.054
H -4.270 -1.496 0.311 -0.003 0.003 0.002
H -6.170 -0.793 1.724 0.004 -0.005 -0.002
H -5.759 0.208 3.952 0.004 0.011 -0.007
H -3.433 0.476 4.756 0.005 -0.008 -0.005
H -1.541 -0.259 3.349 -0.003 0.024 0.009
```
Positions in Å, forces in eV/Å.

- Strongest force on any atom: 0.90 eV/A
- HOMO-LUMO gap (spin up / spin down): 0.236 / 0.235 Ha
- Charge: +1

***

(4)
A gas-phase ion, C5H10NO (charge +1) in a non-equilibrium geometry, computed with ωB97M-V/def2-TZVPD.

Structure (XYZ):
```
17
Properties=species:S:1:pos:R:3:forces:R:3
C -0.208 0.024 0.107 -1.207 -0.076 0.475
C 2.466 0.332 -0.020 1.336 1.357 2.146
C 1.146 -0.175 0.194 -3.571 -0.047 0.957
C -0.564 1.511 -0.004 0.131 -1.920 0.292
C -2.823 -0.744 0.056 2.023 0.639 2.285
N 2.193 -1.110 0.051 -0.810 -1.105 -4.422
O -1.283 -0.898 0.002 1.944 0.587 0.562
H 2.637 0.624 -1.021 0.831 0.625 -0.761
H 3.187 0.685 0.837 -1.646 -0.430 -1.850
H -0.897 1.949 0.957 0.072 -0.253 -0.691
H -1.373 1.291 -0.699 -0.286 1.683 -0.356
H 0.329 2.002 -0.414 -0.825 0.287 0.023
H -3.231 0.032 0.734 0.827 -0.645 -0.028
H -3.176 -0.551 -0.871 -0.487 1.120 -3.276
H -3.225 -1.728 0.223 0.532 -0.431 0.886
H 2.236 -1.605 -0.866 0.038 0.311 0.848
H 2.588 -1.639 0.735 1.097 -1.701 2.909
```
Positions in Å, forces in eV/Å.

- Strongest force on any atom: 4.63 eV/A
- SMILES: CO/C(C)=C1/C[NH2+]1
- HOMO-LUMO gap: 0.377 Ha
- Charge: +1
- ΔE to the lowest compared entry with this formula, charge and spin: 108.5 kcal per mole